Record 1
Here is a 9-piece molecular cluster, H18O9 overall at a distorted geometry from the Open Molecules 2025 dataset. Energies are from ωB97M-V/def2-TZVPD.

- HOMO-LUMO gap: 11.16 eV
- F_max: 3.563 eV/Å
- Multiplicity: 1
- LUMO: 0.1 eV

Structure (XYZ):
```
27
H18O9 ωB97M-V/def2-TZVPD
O 2.266 -2.068 0.468
H 1.787 -1.878 -0.290
H 2.707 -1.268 0.744
O 1.868 0.669 -1.078
H 1.010 0.389 -0.735
H 1.700 1.142 -1.903
O -2.712 1.249 1.111
H -2.212 1.213 1.942
H -3.494 1.831 1.337
O -1.258 0.525 -2.355
H -1.078 -0.237 -2.886
H -1.841 1.050 -2.912
O 0.436 -2.156 2.420
H 1.107 -1.943 3.042
H 0.967 -2.353 1.666
O 0.844 -1.928 -1.880
H 1.458 -1.156 -1.991
H 0.204 -1.537 -1.267
O 1.647 0.928 1.817
H 2.398 0.583 1.319
H 1.727 0.543 2.680
O -0.474 -0.777 0.124
H -1.339 -0.354 0.248
H -0.084 -0.839 1.021
O -2.212 2.911 -1.000
H -3.088 3.190 -1.339
H -2.342 2.269 -0.307
```



Record 2
Here is H18O9Sr as an isolated structure at a distorted geometry from the Open Molecules 2025 dataset. Energies are from ωB97M-V/def2-TZVPD.

- HOMO-LUMO gap: 11.87 eV
- F_max: 2.344 eV/Å
- Total charge: +2
- Multiplicity: 1
- LUMO: -6.5 eV

Structure (XYZ):
```
28
H18O9Sr ωB97M-V/def2-TZVPD
Sr 0.010 0.125 -0.217
O -1.217 -1.643 -1.946
H -2.156 -1.958 -1.842
H -0.723 -2.464 -1.950
O 1.623 -0.030 -2.187
H 2.432 -0.407 -1.849
H 1.373 -0.673 -2.930
O 2.476 -0.431 0.519
H 2.721 -0.799 1.336
H 2.955 0.390 0.443
O 0.252 -2.359 0.896
H 0.103 -2.195 1.839
H 0.974 -2.978 0.825
O -2.234 -0.893 0.605
H -2.408 -1.773 1.046
H -2.695 -0.181 1.090
O -1.084 1.197 -2.514
H -1.466 0.629 -3.194
H -1.690 1.960 -2.387
O -1.725 2.231 0.549
H -1.341 2.578 1.363
H -2.365 2.881 0.263
O 1.637 2.248 0.518
H 2.183 2.107 1.267
H 2.201 2.507 -0.230
O -0.017 0.122 2.531
H 0.836 0.026 3.010
H -0.655 -0.217 3.147
```



Record 3
Here is H18O9Xe as an isolated structure at a distorted geometry from the Open Molecules 2025 dataset. Energies are from ωB97M-V/def2-TZVPD.

- HOMO-LUMO gap: 10.11 eV
- F_max: 1.006 eV/Å
- Multiplicity: 1
- LUMO: -0.3 eV

Structure (XYZ):
```
28
H18O9Xe ωB97M-V/def2-TZVPD
Xe -0.266 -0.408 -0.962
O 1.265 -1.061 -3.930
H 1.583 -0.354 -3.369
H 1.080 -0.639 -4.768
O 0.414 -3.584 -2.628
H 0.614 -2.652 -2.723
H -0.275 -3.615 -1.964
O -0.370 -1.020 2.899
H -0.914 -1.804 2.973
H 0.016 -0.913 3.769
O 1.481 -2.755 1.571
H 1.486 -3.222 2.407
H 0.757 -2.134 1.648
O -4.028 0.272 0.444
H -4.244 -0.610 0.141
H -3.165 0.182 0.848
O 2.341 1.873 1.013
H 3.176 2.133 0.625
H 2.481 0.972 1.303
O -0.339 2.789 0.738
H 0.560 2.493 0.882
H -0.454 2.754 -0.212
O 0.165 3.004 -2.041
H -0.061 2.395 -2.744
H 1.122 2.990 -2.009
O -1.862 0.988 2.089
H -1.317 1.600 1.594
H -1.249 0.325 2.407
```



Record 4
Here is a 10-piece molecular cluster, H19O10 overall at a distorted geometry from the Open Molecules 2025 dataset. Energies are from ωB97M-V/def2-TZVPD.

- HOMO-LUMO gap: 9.19 eV
- F_max: 7.511 eV/Å
- Total charge: -1
- Multiplicity: 1
- LUMO: 3.0 eV

Structure (XYZ):
```
29
H19O10 ωB97M-V/def2-TZVPD
O -3.226 0.148 -1.565
H -2.312 0.057 -1.115
H -3.030 0.800 -2.214
O 3.995 1.533 -1.195
H 3.216 2.052 -0.962
H 3.536 0.679 -1.193
O -1.102 -3.163 1.788
H -1.473 -2.391 2.008
H -1.580 -3.123 0.770
O -0.905 0.194 -0.688
H -0.332 0.388 0.992
H -0.978 1.088 -0.802
O -0.361 1.111 1.631
H 0.877 -1.669 -0.031
H -1.046 1.069 2.296
O 1.846 2.316 0.773
H 1.608 2.077 -0.102
H 0.975 2.405 1.116
O 1.388 0.958 -1.949
H 0.418 0.913 -1.653
H 1.350 1.153 -2.885
O 1.395 -1.211 0.505
H 1.395 -0.324 0.491
H -0.294 -0.660 2.987
O -0.774 -0.786 3.846
H -1.053 -1.774 3.640
O -1.064 -1.503 -2.492
H -0.529 -1.244 -1.662
H -1.939 -1.093 -2.336
```